Version a
Formula: C5H11NO3S
Source: the Open Molecules 2025 dataset
Level of theory: ωB97M-V/def2-TZVPD

Results
Net charge: 0
Spin multiplicity: 1
Frontier orbital gap, eV: 9.1

Atoms and positions in Å:
C (0.355, 0.947, -0.270)
C (-1.011, 0.330, 0.299)
C (-0.950, -1.108, -0.331)
C (0.450, -1.395, 0.109)
C (1.334, -0.053, 0.156)
H (1.410, 2.688, 0.462)
H (-0.220, 3.118, -0.056)
H (0.515, 0.850, -1.345)
H (-1.002, 0.048, 1.377)
H (-2.289, 1.685, 0.698)
H (-1.612, -1.803, 0.187)
H (-2.217, -1.014, -1.776)
H (0.965, -2.061, -0.600)
H (-0.196, -1.329, 2.122)
H (1.283, 0.213, 1.183)
H (2.856, -1.262, -1.706)
N (0.371, 2.327, 0.320)
O (-2.088, 1.053, -0.181)
O (-1.175, -1.249, -1.648)
O (0.264, -1.981, 1.466)
S (2.957, -0.004, -0.468)

---

Version b
Formula: C5H11NO3S
Source: the Open Molecules 2025 dataset
Level of theory: ωB97M-V/def2-TZVPD

Results
Net charge: 0
Spin multiplicity: 1
Frontier orbital gap, eV: 9.2

Atoms and positions in Å:
C (-1.984, 1.401, -1.257)
C (0.889, 0.167, 0.036)
C (0.987, -0.242, 1.494)
C (1.618, 1.500, -0.141)
C (0.233, -1.856, -1.057)
N (0.661, -0.507, -1.010)
O (-2.679, -1.291, 1.210)
O (-4.566, -0.624, -0.139)
O (-2.417, 0.972, -0.228)
S (-3.230, -1.150, -0.081)
H (-1.321, 2.309, -1.468)
H (-2.171, 0.729, -2.203)
H (1.122, 0.698, 2.111)
H (1.927, -0.734, 1.588)
H (0.251, -0.860, 1.840)
H (1.372, 1.937, -1.046)
H (2.676, 1.345, -0.069)
H (1.116, 2.047, 0.543)
H (0.869, -2.578, -0.592)
H (-0.775, -2.160, -0.603)
H (0.236, -2.243, -2.028)

---

Most stable structure: version b

---

Version a
Formula: C40H36BrCl2INSSbW
Source: the Open Molecules 2025 dataset
Level of theory: ωB97M-V/def2-TZVPD

Results
Net charge: +2
Spin multiplicity: 3
Frontier orbital gap (spin up / spin down), eV: 6.9 / 6.8

Atoms and positions in Å:
W (0.203, 1.616, -1.265)
C (-0.168, 4.804, 1.373)
C (-0.116, 5.250, -0.088)
C (1.188, 5.980, -0.392)
C (-0.433, 4.148, -1.083)
C (-1.687, 3.489, -1.081)
C (-2.097, 2.715, -2.165)
C (-1.282, 2.533, -3.301)
C (-1.785, 1.835, -4.523)
C (0.028, 3.028, -3.232)
C (0.434, 3.838, -2.145)
H (-0.035, 5.674, 2.015)
H (0.635, 4.096, 1.592)
H (-1.118, 4.343, 1.638)
H (-0.934, 5.966, -0.245)
H (2.056, 5.330, -0.270)
H (1.302, 6.807, 0.307)
H (1.204, 6.399, -1.398)
H (-2.365, 3.645, -0.252)
H (-3.072, 2.244, -2.141)
H (-2.182, 2.587, -5.210)
H (-2.584, 1.136, -4.284)
H (-0.987, 1.303, -5.037)
H (0.720, 2.862, -4.048)
H (1.432, 4.256, -2.161)
S (-0.667, -0.316, -2.385)
Sb (-1.043, -2.163, -0.951)
C (-0.141, -3.788, -1.887)
C (0.323, -4.833, -1.093)
C (0.905, -5.935, -1.704)
C (1.019, -5.982, -3.087)
C (0.556, -4.933, -3.871)
C (-0.028, -3.826, -3.273)
C (-3.118, -2.394, -0.991)
C (-3.669, -3.494, -1.638)
C (-5.050, -3.634, -1.684)
C (-5.864, -2.682, -1.090)
C (-5.309, -1.582, -0.445)
C (-3.933, -1.433, -0.396)
C (-0.461, -2.104, 1.058)
C (0.853, -1.854, 1.443)
C (1.182, -1.899, 2.789)
C (0.208, -2.187, 3.737)
C (-1.098, -2.441, 3.345)
C (-1.440, -2.408, 2.000)
H (0.242, -4.794, -0.013)
H (1.269, -6.754, -1.100)
H (1.474, -6.843, -3.558)
H (0.650, -4.977, -4.947)
H (-0.380, -3.004, -3.886)
H (-3.035, -4.243, -2.099)
H (-5.487, -4.488, -2.183)
H (-6.939, -2.796, -1.125)
H (-5.950, -0.848, 0.024)
H (-3.501, -0.579, 0.118)
H (1.615, -1.627, 0.710)
H (2.202, -1.708, 3.098)
H (0.471, -2.218, 4.787)
H (-1.854, -2.671, 4.084)
H (-2.460, -2.617, 1.704)
Cl (2.469, -1.794, -1.622)
C (3.447, -0.737, -0.659)
C (4.702, -1.154, -0.255)
C (5.511, -0.288, 0.464)
C (5.080, 0.997, 0.761)
C (3.823, 1.401, 0.354)
Cl (3.306, 3.022, 0.683)
C (2.966, 0.536, -0.339)
N (1.709, 0.957, -0.713)
H (5.042, -2.145, -0.518)
H (6.494, -0.609, 0.778)
H (5.716, 1.690, 1.292)
Br (-2.291, 0.862, 4.921)
C (-0.442, 0.960, 4.576)
C (0.440, 0.840, 5.642)
C (1.808, 0.902, 5.426)
C (2.308, 1.087, 4.145)
C (1.435, 1.206, 3.076)
C (0.068, 1.144, 3.298)
I (-1.203, 1.299, 1.642)
H (0.047, 0.703, 6.640)
H (2.482, 0.813, 6.267)
H (3.375, 1.141, 3.974)
H (1.811, 1.342, 2.070)

---

Version b
Formula: C40H36BrCl2INSSbW
Source: the Open Molecules 2025 dataset
Level of theory: ωB97M-V/def2-TZVPD

Results
Net charge: +2
Spin multiplicity: 3
Frontier orbital gap (spin up / spin down), eV: 7.2 / 6.2

Atoms and positions in Å:
W (-0.852, -1.731, -0.680)
C (3.051, -2.041, -0.013)
C (2.595, -3.307, -0.747)
C (2.717, -4.552, 0.121)
C (1.228, -3.128, -1.378)
C (1.094, -2.239, -2.473)
C (-0.046, -2.219, -3.257)
C (-1.175, -3.004, -2.939)
C (-2.391, -3.008, -3.812)
C (-1.086, -3.835, -1.815)
C (0.107, -3.910, -1.050)
H (4.039, -2.200, 0.418)
H (2.365, -1.791, 0.799)
H (3.120, -1.184, -0.686)
H (3.260, -3.438, -1.609)
H (2.100, -4.487, 1.018)
H (3.753, -4.663, 0.439)
H (2.448, -5.457, -0.424)
H (1.956, -1.656, -2.772)
H (-0.072, -1.588, -4.136)
H (-2.181, -3.604, -4.703)
H (-2.646, -2.001, -4.141)
H (-3.248, -3.444, -3.303)
H (-1.893, -4.521, -1.597)
H (0.177, -4.667, -0.279)
S (-1.648, 0.039, -2.225)
Sb (-0.641, 1.977, -1.314)
C (0.254, 2.116, 0.574)
C (0.238, 3.386, 1.139)
C (0.878, 3.593, 2.355)
C (1.528, 2.544, 2.988)
C (1.546, 1.280, 2.412)
C (0.903, 1.060, 1.204)
C (1.030, 2.155, -2.561)
C (2.194, 1.473, -2.208)
C (3.307, 1.540, -3.033)
C (3.258, 2.290, -4.202)
C (2.102, 2.972, -4.549)
C (0.981, 2.906, -3.730)
C (-1.893, 3.555, -1.793)
C (-3.232, 3.308, -2.078)
C (-4.042, 4.368, -2.458)
C (-3.515, 5.649, -2.548)
C (-2.176, 5.886, -2.263)
C (-1.351, 4.837, -1.885)
H (-0.276, 4.212, 0.662)
H (0.861, 4.575, 2.807)
H (2.024, 2.711, 3.934)
H (2.059, 0.464, 2.906)
H (0.908, 0.060, 0.779)
H (2.249, 0.918, -1.276)
H (4.219, 1.026, -2.757)
H (4.131, 2.351, -4.839)
H (2.069, 3.557, -5.458)
H (0.081, 3.441, -4.010)
H (-3.643, 2.309, -2.002)
H (-5.085, 4.194, -2.684)
H (-4.152, 6.471, -2.845)
H (-1.772, 6.886, -2.340)
H (-0.304, 5.025, -1.680)
Cl (-2.955, -3.454, 0.815)
C (-3.507, -2.036, 1.663)
C (-4.543, -2.146, 2.565)
C (-5.005, -0.986, 3.175)
C (-4.455, 0.245, 2.845)
C (-3.407, 0.319, 1.942)
Cl (-2.807, 1.882, 1.499)
C (-2.874, -0.824, 1.366)
N (-1.772, -0.859, 0.535)
H (-4.985, -3.109, 2.777)
H (-5.813, -1.040, 3.891)
H (-4.840, 1.157, 3.278)
Br (-0.875, -0.330, 4.829)
C (0.898, -0.967, 4.838)
C (1.786, -0.410, 5.751)
C (3.113, -0.813, 5.766)
C (3.567, -1.770, 4.871)
C (2.686, -2.336, 3.960)
C (1.357, -1.936, 3.955)
I (0.070, -2.826, 2.590)
H (1.429, 0.335, 6.448)
H (3.792, -0.374, 6.484)
H (4.600, -2.088, 4.885)
H (3.028, -3.094, 3.269)

---

Most stable structure: version a

---

Version a
Formula: C5H9ClN2
Source: the Open Molecules 2025 dataset
Level of theory: ωB97M-V/def2-TZVPD

Results
Net charge: 0
Spin multiplicity: 1
Frontier orbital gap, eV: 9.9

Atoms and positions in Å:
C (-1.903, 0.186, -0.820)
C (-1.144, 0.571, 0.488)
C (0.270, 1.335, 0.032)
C (-0.168, -0.617, 0.773)
C (2.743, -1.148, -0.293)
H (-1.093, -0.625, -1.526)
H (-2.349, 1.064, -1.457)
H (-2.055, 1.185, 1.202)
H (0.165, 2.223, -0.757)
H (0.892, 1.586, 0.988)
H (0.160, -0.457, 1.912)
H (-0.624, -1.621, 0.681)
H (3.754, -1.198, -0.466)
H (1.875, -1.882, 0.177)
N (0.755, -0.004, -0.365)
N (2.096, 0.027, -0.411)
Cl (-3.374, -0.624, -0.158)

---

Version b
Formula: C5H9ClN2
Source: the Open Molecules 2025 dataset
Level of theory: ωB97M-V/def2-TZVPD

Results
Net charge: 0
Spin multiplicity: 1
Frontier orbital gap, eV: 11.2
Structure (SMILES): CC(C)(Cl)[C@@H](N)C#N

Atoms and positions in Å:
C (1.440, 1.585, -1.443)
C (0.555, 0.710, 1.290)
C (0.015, -1.539, 0.189)
C (0.519, 0.468, -1.257)
C (0.836, -0.310, 0.136)
N (1.982, 2.547, -1.840)
N (-0.879, 0.859, -1.326)
Cl (2.545, -0.757, 0.241)
H (1.025, 1.549, 0.885)
H (-0.415, 0.761, 1.462)
H (0.926, 0.472, 2.232)
H (0.233, -2.247, -0.599)
H (-1.039, -1.212, 0.112)
H (0.185, -2.093, 1.070)
H (0.808, -0.333, -2.131)
H (-0.959, 1.503, -0.518)
H (-1.151, 1.325, -2.159)

---

Most stable structure: version b

---

Version a
Formula: C2HNO
Source: the Open Molecules 2025 dataset
Level of theory: ωB97M-V/def2-TZVPD

Results
Net charge: 0
Spin multiplicity: 1
Frontier orbital gap (spin up / spin down), eV: 10.9 / 6.3

Atoms and positions in Å:
C (-1.159, 0.995, -0.811)
C (-0.469, 0.916, 0.162)
N (1.489, -1.077, 1.570)
O (1.935, -1.575, 0.614)
H (-1.796, 0.741, -1.535)

---

Version b
Formula: C2HNO
Source: the Open Molecules 2025 dataset
Level of theory: ωB97M-V/def2-TZVPD

Results
Net charge: 0
Spin multiplicity: 1
Frontier orbital gap, eV: 13.2

Atoms and positions in Å:
O (-2.264, -1.455, -0.990)
C (-1.581, -0.634, -0.616)
C (1.256, 0.702, 0.528)
N (2.330, 0.897, 0.902)
H (0.260, 0.490, 0.176)

---

Most stable structure: version b